# 1
Formula: CH4N2O
Source: OMol25
Level of theory: ωB97M-V/def2-TZVPD

Computed properties:
* SMILES: [H]/N=C\NO
* energy above the lowest of the compared OMol25 structures with the same formula, charge and spin: 3.824 eV

```
8
Properties=species:S:1:pos:R:3:forces:R:3
O 1.6069 0.2085 0.2579 2.0 0.4 -1.7
N -1.8898 0.1340 0.0792 0.3 -1.6 -2.9
N 0.4894 -0.2688 -0.4900 0.9 -2.8 -1.8
C -0.6535 0.0277 0.2631 1.3 1.1 2.6
H -1.9668 -0.2319 -0.9144 -0.9 0.6 0.9
H -0.2390 0.3378 1.2062 -0.3 0.4 0.9
H 2.3205 0.3132 -0.4718 -1.8 0.0 1.9
H 0.7542 -1.3096 -0.5864 -1.4 1.9 0.0
```
Forces are in eV/Å.

=====

# 2
Formula: C7H8O
Source: OMol25
Level of theory: ωB97M-V/def2-TZVPD

Computed properties:
* SMILES: C=C[C@@H]1OC=CC1=C
* energy above the lowest of the compared OMol25 structures with the same formula, charge and spin: 3.967 eV

```
16
Properties=species:S:1:pos:R:3:forces:R:3
O 0.6228 -1.4376 -0.4633 1.6 0.6 2.3
C -1.4635 -0.3438 0.4952 0.8 -3.6 3.6
C 0.5517 0.8455 -0.0369 -0.4 0.9 -0.8
C 0.0471 2.0637 -0.2137 -1.2 2.2 -1.0
C 1.9178 0.4172 0.4414 -4.9 -3.8 -2.4
C -0.2936 -0.4008 -0.4253 -1.9 3.0 -2.2
C -2.7459 -0.3174 0.1667 -0.1 1.5 -1.8
C 1.8204 -0.9184 0.1846 -1.6 1.1 -1.2
H -1.0053 2.3489 -0.6152 1.7 -1.4 0.7
H 2.4314 -1.7441 0.1639 2.0 -1.3 0.5
H -3.0652 -0.1202 -0.8840 0.6 -0.4 0.6
H -3.5773 -0.1599 0.8152 -0.1 -0.4 0.9
H -0.8959 -0.3156 -1.4379 2.0 0.0 1.2
H -1.1415 -0.6901 1.5811 -0.9 1.3 -1.8
H 2.6847 1.0737 0.5743 2.1 1.2 0.9
H 0.5820 3.0316 -0.1624 0.2 -0.9 0.6
```
Forces are in eV/Å.

=====

Which of these has the highest energy above the lowest of the compared OMol25 structures with the same formula, charge and spin?
C7H8O

=====

Among the records above, which one has the highest energy above the lowest of the compared OMol25 structures with the same formula, charge and spin?
C7H8O

=====

Look up the energy above the lowest of the compared OMol25 structures with the same formula, charge and spin of the second one.
3.967 eV

=====

Which formula does entry 2 have?
C7H8O